{"formula": "C9H20NO2", "method": "ωB97M-V/def2-TZVPD", "elements": ["C", "C", "N", "C", "C", "C", "C", "O", "C", "C", "C", "O", "H", "H", "H", "H", "H", "H", "H", "H", "H", "H", "H", "H", "H", "H", "H", "H", "H", "H", "H", "H"], "coordinates": [[1.60757, -2.94944, -0.57409], [1.01336, -1.70602, -1.20769], [-0.27805, -1.21229, -0.60876], [-1.31776, -2.27746, -0.68061], [-0.70748, -0.11887, -1.50835], [-0.04156, -0.79122, 0.78144], [-1.22290, -0.03076, 1.42166], [-1.31215, 1.32390, 0.99592], [-0.34863, 2.22860, 1.63611], [0.62838, 2.76980, 0.57889], [0.71454, 4.22760, 0.27913], [1.15944, 1.95210, -0.14442], [1.93469, -2.75476, 0.46499], [2.52588, -3.22761, -1.07409], [0.94767, -3.80645, -0.61823], [1.76728, -0.93163, -1.21222], [0.88261, -1.92239, -2.31908], [-2.33236, -1.81567, -0.52056], [-1.28928, -2.80538, -1.62507], [-1.12000, -2.99445, 0.12516], [0.05054, 0.64942, -1.53250], [-1.60963, 0.28508, -1.09800], [-0.85357, -0.46636, -2.53247], [0.83874, -0.13250, 0.86287], [0.16705, -1.68100, 1.37552], [-2.16359, -0.50013, 1.10120], [-1.12853, -0.05110, 2.51628], [-0.88551, 3.08769, 2.02800], [0.17747, 1.81522, 2.46344], [1.22115, 4.48225, -0.69471], [1.26190, 4.68342, 1.09170], [-0.28726, 4.67041, 0.22855]], "forces_ev_per_angstrom": [[0.153, 0.336, 1.041], [0.935, -1.385, -1.788], [0.684, -0.573, -1.711], [-1.042, -0.105, 1.112], [-0.070, 0.759, -0.304], [-0.024, 0.959, 1.704], [0.125, 0.155, -0.497], [1.177, 0.615, 0.871], [-1.090, 0.839, -1.146], [-0.565, -1.000, -1.515], [0.151, 0.576, -0.747], [0.443, -0.061, 0.222], [-0.383, -0.225, -0.358], [0.095, 0.078, -0.419], [-0.122, -0.161, 0.111], [-0.211, 0.646, 0.442], [-0.494, 0.324, 1.416], [1.130, -0.525, -0.260], [0.097, 0.216, -0.253], [-0.163, 0.147, -0.245], [0.150, 0.150, 0.196], [-0.498, 0.360, -0.063], [-0.088, -0.382, 0.309], [-0.255, -0.327, -0.555], [-0.095, -0.080, -0.161], [0.120, 0.203, 0.463], [-0.066, -0.336, -0.254], [-0.466, -0.093, 0.089], [0.479, -0.813, 0.605], [-0.321, -0.716, 1.112], [0.094, 0.513, 0.291], [0.122, -0.093, 0.294]], "charge": 1, "spin_multiplicity": 1, "lumo_ev": -2.3, "smiles": "CC[N+](C)(C)CCOCC(C)=O", "relative_energy_kj_mol": 0.0, "max_force_ha_per_bohr": 0.0476}

=====

{"formula": "C3H7NO", "method": "ωB97M-V/def2-TZVPD", "elements": ["C", "C", "O", "H", "H", "H", "H", "C", "N", "H", "H", "H"], "coordinates": [[-3.17103, 2.41791, -2.86206], [-3.34446, 2.77991, -1.60098], [-2.47267, 2.51862, -0.58787], [-4.09749, 2.51574, -3.42900], [-2.30687, 2.17002, -3.49225], [-4.27222, 3.28161, -1.33395], [-1.82678, 1.90557, -0.96583], [4.08277, -3.36324, 3.24160], [4.35413, -4.36275, 2.51096], [4.91146, -2.60895, 3.29893], [3.05991, -3.02443, 3.40550], [5.08326, -4.23001, 1.81494]], "forces_ev_per_angstrom": [[-0.966, 0.477, -1.426], [0.422, -0.615, -0.071], [-0.009, 0.367, -0.111], [0.358, 0.267, -0.231], [-0.112, -0.353, 1.043], [0.254, -0.321, 0.512], [0.054, 0.178, 0.283], [2.249, 1.282, -2.259], [-2.395, -0.251, -0.774], [-1.023, 0.121, 0.437], [0.004, -0.857, 1.344], [1.165, -0.295, 1.252]], "spin_multiplicity": 1, "lumo_ev": 1.0, "smiles": "C=CO.C=N", "relative_energy_kj_mol": 348.8, "max_force_ha_per_bohr": 0.0668}

=====

| no. | gap between HOMO and LUMO (eV) | HOMO energy (eV) |
| --- | --- | --- |
| 1 | 10.75 | -13.038 |
| 2 | 10.16 | -9.154 |